{"formula": "C17H20MoN5O6S3Te", "method": "wB97M-V/def2-TZVPD", "symbols": ["Mo", "C", "C", "S", "C", "C", "S", "H", "H", "H", "H", "H", "H", "C", "O", "C", "O", "N", "N", "H", "H", "H", "H", "H", "H", "S", "C", "N", "C", "C", "C", "N", "H", "H", "H", "H", "Te", "O", "C", "O", "C", "C", "C", "C", "C", "C", "N", "O", "O", "H", "H", "H", "H"], "coordinates": [[-1.156463, -0.416457, 1.646474], [3.225043, -1.180355, 3.215915], [1.817856, -1.335664, 2.709685], [0.924429, 0.136024, 2.324252], [1.213362, -2.518160, 2.550650], [1.884256, -3.831884, 2.847985], [-0.445488, -2.565663, 1.986468], [3.537411, -0.137323, 3.167484], [3.933591, -1.768945, 2.625075], [3.309936, -1.511650, 4.255625], [2.094347, -3.939900, 3.916466], [2.838545, -3.916005, 2.318981], [1.249908, -4.664627, 2.543878], [-2.727619, 4.793756, -0.414684], [-2.766668, 3.382835, -0.232540], [-1.881250, 2.771041, 0.579011], [-1.947743, 1.562357, 0.656778], [-1.017886, 3.584127, 1.242486], [0.012065, 2.967739, 1.926533], [-3.586318, 5.031029, -1.036596], [-1.818401, 5.092070, -0.943516], [-2.819458, 5.319944, 0.537296], [-0.849223, 4.496437, 0.849055], [0.128644, 3.327723, 2.858972], [0.862505, 2.892923, 1.385059], [0.595254, 2.411850, -1.571355], [-0.870661, 2.408003, -2.379170], [-1.686309, 1.307102, -2.267689], [-2.816594, 1.136393, -2.954835], [-3.225417, 2.115984, -3.813684], [-2.422578, 3.266351, -3.846617], [-1.309229, 3.428783, -3.173060], [-1.455090, 0.608938, -1.554264], [-3.329552, 0.201910, -2.769859], [-4.123992, 2.022535, -4.401978], [-2.724883, 4.111087, -4.461536], [-2.788976, -0.145169, 3.498826], [-1.921738, -1.833294, -2.289895], [-1.224945, -1.623953, -1.307179], [-1.547137, -0.781639, -0.370625], [0.103903, -2.304683, -1.163926], [0.210284, -3.653090, -1.469801], [1.404043, -4.328117, -1.250242], [2.503114, -3.649992, -0.752449], [2.387560, -2.289238, -0.513576], [1.209222, -1.599354, -0.706651], [3.558667, -1.560776, -0.001900], [4.523126, -2.220786, 0.357503], [3.534284, -0.348688, -0.033486], [-0.660787, -4.171618, -1.847163], [1.473185, -5.388586, -1.453879], [3.440112, -4.147290, -0.551212], [1.149752, -0.544035, -0.467091]], "forces_ev_per_angstrom": [[-0.375, 0.023, -0.009], [0.015, -0.007, 0.030], [0.011, 0.043, -0.009], [0.202, 0.072, 0.111], [0.029, -0.032, 0.055], [-0.013, 0.027, -0.001], [-0.059, -0.225, -0.006], [0.004, 0.005, -0.003], [-0.033, 0.031, 0.092], [-0.001, 0.011, 0.007], [-0.006, 0.011, -0.002], [0.006, 0.009, -0.003], [0.000, 0.001, -0.010], [0.016, -0.005, -0.022], [-0.057, 0.016, 0.025], [0.050, -0.105, -0.091], [0.113, 0.183, 0.023], [-0.100, -0.011, 0.066], [0.031, -0.071, 0.038], [0.005, -0.001, -0.004], [0.004, -0.009, -0.001], [-0.013, -0.003, 0.001], [0.016, -0.027, -0.040], [0.018, 0.013, -0.030], [-0.001, 0.002, 0.006], [-0.134, 0.143, -0.060], [0.135, -0.066, -0.054], [-0.014, 0.059, -0.009], [-0.045, 0.000, 0.019], [-0.021, 0.026, -0.030], [0.004, -0.005, 0.028], [0.021, -0.007, 0.009], [-0.006, 0.041, 0.116], [0.011, -0.009, 0.004], [-0.003, 0.002, 0.008], [0.007, -0.010, -0.006], [-0.006, 0.016, 0.034], [0.001, 0.060, 0.123], [0.047, -0.277, -0.039], [-0.029, 0.201, -0.021], [0.083, -0.100, -0.106], [0.076, 0.026, -0.034], [-0.040, 0.034, -0.004], [0.060, 0.021, 0.015], [-0.090, -0.089, 0.094], [0.005, 0.092, 0.013], [0.211, 0.052, -0.554], [-0.117, 0.017, 0.103], [-0.049, -0.115, 0.184], [-0.007, -0.004, 0.004], [0.011, -0.002, -0.001], [-0.001, -0.008, -0.003], [0.028, -0.051, -0.054]], "homo_energy_ev": [-3.6828, -3.6436], "largest_force_ha_per_bohr": 0.012, "orbital_gap_ev": [5.93, 5.88], "lumo_ev": [2.24, 2.24], "total_charge": -1}

---

{"formula": "C17H20N2O3S", "method": "wB97M-V/def2-TZVPD", "symbols": ["C", "C", "C", "C", "C", "C", "S", "O", "O", "C", "C", "C", "O", "N", "C", "C", "C", "C", "C", "C", "N", "C", "C", "H", "H", "H", "H", "H", "H", "H", "H", "H", "H", "H", "H", "H", "H", "H", "H", "H", "H", "H", "H"], "coordinates": [[-2.778279, -3.439477, -1.635861], [-2.734494, -2.228410, -0.756463], [-1.594603, -1.947514, -0.008297], [-1.534944, -0.837304, 0.810097], [-2.620105, 0.031936, 0.893947], [-2.526694, 1.252556, 1.737082], [-1.151405, 2.316889, 1.136202], [-1.525765, 3.689149, 1.350738], [0.070277, 1.884061, 1.774440], [-1.012963, 2.033155, -0.665366], [-0.050047, 3.050307, -1.257632], [1.366542, 2.510861, -1.462501], [1.935482, 2.609521, -2.532999], [1.918753, 1.954463, -0.374532], [3.238909, 1.382881, -0.409483], [3.290714, -0.005425, 0.168034], [4.524404, -0.623987, 0.371934], [4.552824, -1.894315, 0.914962], [3.351215, -2.504820, 1.244980], [2.180990, -1.807052, 1.001680], [2.144626, -0.594983, 0.473509], [-3.755958, -0.239415, 0.142852], [-3.813242, -1.360684, -0.666890], [-2.625823, -4.342087, -1.045653], [-1.985395, -3.393526, -2.381225], [-3.733500, -3.516667, -2.148263], [-0.744393, -2.609861, -0.078881], [-0.640820, -0.618748, 1.374275], [-2.264477, 1.032118, 2.769760], [-3.422545, 1.865640, 1.698302], [-2.022635, 2.160064, -1.046325], [-0.680988, 1.009483, -0.809048], [-0.006644, 3.919352, -0.594785], [-0.402027, 3.390343, -2.233336], [1.395775, 1.857493, 0.490743], [3.943225, 2.020941, 0.141736], [3.553937, 1.366014, -1.460163], [5.436167, -0.110763, 0.106685], [5.492758, -2.400086, 1.083291], [3.325999, -3.492203, 1.678691], [1.218672, -2.237755, 1.245805], [-4.605438, 0.426307, 0.196846], [-4.708078, -1.558434, -1.238896]], "forces_ev_per_angstrom": [[0.029, -0.016, -0.001], [-0.038, 0.060, 0.003], [-0.051, 0.057, 0.012], [-0.142, -0.122, 0.051], [-0.152, -0.451, -0.122], [0.604, 0.498, -0.443], [-0.519, 0.147, 0.053], [-0.282, 0.179, -0.166], [0.126, -0.441, 0.096], [-0.174, 0.003, 0.781], [0.295, 0.156, -0.103], [-0.422, 0.244, 0.101], [0.081, 0.067, -0.367], [0.405, -0.228, 0.380], [0.058, 0.245, -0.248], [0.204, -0.094, 0.030], [-0.140, -0.075, 0.034], [-0.060, 0.092, -0.045], [-0.028, 0.028, -0.024], [0.130, -0.386, 0.143], [-0.221, 0.331, -0.097], [0.110, 0.105, 0.150], [0.057, -0.055, -0.028], [-0.010, -0.094, -0.020], [0.017, -0.054, -0.079], [-0.041, -0.051, -0.058], [0.124, -0.075, -0.001], [0.178, -0.003, 0.055], [0.087, 0.106, 0.074], [-0.021, 0.055, -0.005], [-0.102, -0.043, -0.047], [-0.058, -0.101, -0.040], [0.050, 0.111, -0.157], [0.037, -0.073, 0.148], [-0.018, 0.050, -0.176], [-0.014, -0.092, -0.128], [0.018, 0.030, 0.206], [0.097, 0.069, -0.019], [0.058, -0.024, 0.009], [-0.033, -0.077, 0.039], [-0.066, -0.134, 0.066], [-0.089, 0.092, 0.005], [-0.085, -0.036, -0.064]], "homo_energy_ev": -9.2315, "smiles": "Cc1ccc(CS(=O)(=O)CCC(=O)NCc2ccccn2)cc1", "largest_force_ha_per_bohr": 0.017, "orbital_gap_ev": 9.87, "lumo_ev": 0.64}